Below is a cluster of 9 separate species, C75H160N8O11S in total, with properties calculated with ωB97M-V/def2-TZVPD.

CARTESIAN COORDINATES (ANGSTROEM)
H1 -3.4859 -0.1395 -3.2053
H2 4.0196 1.6821 -4.8423
H3 -2.7575 6.4454 -1.8700
H4 -6.1691 0.1777 2.6107
H5 0.7494 5.8762 -5.2321
C1 -3.8635 3.0722 3.0453
H6 4.8529 3.5785 3.7197
C2 1.1738 -6.3277 3.2585
H7 -5.1878 -0.9390 -4.6983
C3 1.0375 -2.0854 5.6342
H8 2.4051 5.2416 5.2308
C4 -2.4535 -2.4849 -2.7604
C5 2.3754 4.0774 7.9006
H9 -3.0439 -7.0544 -3.6790
C6 2.6300 6.2224 1.6903
C7 3.9741 0.5575 -2.9809
C8 2.1203 4.2385 -3.9394
C9 -1.0958 -5.2707 6.3372
C10 -0.0190 -3.1278 5.2017
O1 -3.6332 1.1278 -0.2016
C11 -3.9963 0.1812 2.1225
H10 3.4281 3.9447 7.6511
C12 -1.8112 5.9274 -1.7143
H11 -4.5892 -1.9348 -2.4839
H12 0.1701 2.4523 1.4384
C13 3.7679 -0.2948 -6.8347
H13 -3.6035 4.3432 -2.9106
C14 3.0325 -3.0520 -3.3254
C15 5.5763 5.5348 1.7570
N1 0.7078 -4.1288 4.3141
H14 1.5015 7.0448 0.0123
C16 4.4807 4.4094 1.7607
H15 3.9952 7.6560 2.6985
H16 -4.0673 -3.7336 -7.2904
H17 2.8402 -0.8666 -6.8574
H18 -2.6173 3.7364 8.4019
C17 -5.4574 -0.2433 1.9006
H19 2.2059 4.9293 8.5590
H20 -1.4731 5.8047 -6.2785
H21 -1.2312 -5.8512 7.2498
C18 0.7366 -5.8511 -3.7792
N2 3.1593 4.9324 2.2246
H22 -4.1266 -3.3860 -1.6959
H23 -1.9990 -5.7928 -2.8961
H24 4.9905 0.7925 -2.6649
H25 0.3952 3.5149 4.2185
H26 -2.0948 -2.0441 -1.8303
H27 0.0145 -5.1573 -3.3489
C19 0.1041 -5.4344 3.9255
C20 -3.9174 -2.7876 -2.5825
H28 2.1444 -6.0544 3.6726
C21 0.1945 2.5529 -4.3391
H29 6.4542 5.1215 1.2604
H30 3.5630 0.6430 -7.3511
H31 -1.1598 -6.8656 4.8952
N3 4.0799 -1.6839 -4.8787
H32 -0.7640 -6.5086 -5.1386
H33 1.1920 -6.1228 2.1881
C22 3.3839 -0.7855 -2.5466
H34 -0.9578 -2.0574 3.6075
H35 -2.9034 6.0071 -4.3558
C23 -4.1241 -4.0289 -6.2427
H36 -2.4864 3.3066 -1.9383
O2 0.2723 3.9353 -1.6253
C24 -0.9749 -7.7766 -3.4349
C25 0.6076 4.0164 -4.0386
H37 -0.4565 -5.6295 -1.1316
H38 0.7644 6.0019 2.6613
H39 1.3204 -1.1606 1.0376
H40 -4.9668 -1.1504 -6.4148
C26 2.1194 6.1651 0.1921
H41 -1.7198 2.5030 4.8253
C27 1.3587 4.1748 6.7200
H42 4.3921 -0.8770 -7.5127
H43 6.4620 -0.8381 -5.9506
H44 -5.4705 -3.5951 -3.6805
H45 5.3638 -3.2628 -2.2356
H46 -0.9789 1.5217 6.0774
H47 -1.6123 4.1482 -5.6011
H48 -3.0252 2.5002 7.2585
C28 -2.5925 3.9473 -2.8137
S1 0.0390 0.7437 -0.2125
H49 -0.7415 -4.5976 2.0908
H50 -2.4999 -7.2405 -2.0575
H51 2.6332 3.6506 -3.1782
H52 -4.3335 4.0296 3.2700
N4 -3.6276 1.3704 1.1984
H53 3.6903 -0.9066 -1.5076
C29 -2.1906 -6.8575 -3.0300
H54 -0.1578 -1.0455 -3.2688
H55 -5.8077 -0.0647 0.8840
H56 -2.8341 3.2916 3.3289
H57 -4.0390 -4.5757 -3.7988
H58 0.9058 -5.7930 -0.0121
C30 -1.2123 -2.3170 4.6351
O3 1.3455 -3.4752 3.2823
H59 -1.8026 5.4607 -0.7293
H60 -1.3324 6.8131 -4.1874
H61 -4.0179 3.8253 -0.3893
H62 1.7848 4.2385 1.3214
H63 2.3726 3.1334 5.1425
H64 -0.1717 -3.4176 -0.1879
H65 4.1110 2.4377 2.5904
C31 5.8809 -0.0822 -5.4222
H66 2.0643 6.1595 6.6071
H67 -3.2673 -4.6571 -5.9991
H68 -2.7545 1.4154 -0.4602
H69 2.0731 -2.8171 -3.7863
H70 -0.2734 4.7748 9.0984
N5 -0.1446 4.4610 -2.8361
H71 1.8371 7.0423 3.6513
H72 0.5428 0.8414 2.1308
C32 4.0298 -1.9439 -3.4171
H73 -1.4479 -1.4363 5.2326
H74 6.1315 -2.5689 -3.7002
H75 -2.0981 -5.1633 5.9226
O4 -0.2460 5.2299 8.2536
H76 -6.2075 2.4149 2.2796
C33 0.2181 -6.3414 -0.6559
H77 5.8252 -1.5622 -2.3818
H78 -6.1118 -2.1013 -5.6228
H79 2.7465 -3.3503 -2.3168
C34 -4.1939 2.6833 1.5146
H80 -2.3688 -9.4369 -3.4536
H81 0.5530 2.0518 -3.4399
H82 2.2956 -0.7245 -2.5440
C35 -0.4057 -6.1602 5.2443
H83 -4.2821 -0.1689 4.2296
H84 1.2825 -1.4347 4.7948
H85 0.5659 -1.3489 6.2849
H86 1.3345 -5.3473 -4.5387
C36 -2.6899 -0.1576 -3.9497
H87 -1.1429 1.3072 1.8495
H88 0.7600 5.7735 5.3496
H89 -0.1197 -9.9388 -1.3238
H90 5.4743 3.5015 0.0312
H91 -3.7784 4.8244 0.9633
H92 2.4710 -7.6334 -0.0987
H93 -0.0287 -1.8543 1.7681
C37 -4.3932 -3.5456 -3.8387
H94 5.9559 5.7254 2.7609
H95 -3.9188 2.1472 5.0213
H96 -2.8250 4.7692 5.8181
O5 -1.0143 1.4749 -0.9435
O6 2.1591 3.9942 2.1710
H97 -1.3302 -6.1311 2.5146
H98 -2.1137 -8.7368 -4.9982
C38 4.4712 3.8370 0.2944
O7 -0.7097 -9.1887 -1.4285
C39 -1.5812 -9.0502 -4.1003
H99 1.0527 7.7226 2.1926
H100 3.7871 -3.2391 -5.7694
H101 5.0998 6.6042 0.0117
H102 3.3533 -3.9839 -3.7910
H103 1.9208 -2.5635 6.0577
H104 0.6055 -4.1874 6.9578
C40 1.6229 -6.5611 -2.7530
H105 -1.9849 -0.7712 2.0148
H106 -0.8319 -9.8149 -4.3047
H107 -1.0571 6.7041 -1.5867
H108 5.8551 2.8644 2.4747
H109 -1.5559 -2.1963 -6.7588
C41 1.9037 -8.1697 -0.8594
C42 1.6034 5.4256 5.9460
C43 3.7833 7.3074 1.6877
H110 2.1530 -7.2803 -3.3774
H111 5.9758 7.5663 1.1432
H112 -0.1628 -2.5851 -4.2310
H113 3.7315 3.0396 0.2223
C44 -1.7434 4.8700 5.9083
C45 0.3560 -1.5989 0.7807
H114 4.2321 4.4711 -0.5594
H115 1.3900 -3.3796 0.7453
H116 -1.5200 4.9493 4.8444
N6 -2.6557 -2.3514 -5.2799
H117 2.9460 6.0729 -0.5125
H118 -5.0801 -4.5378 -6.1196
H119 -5.5735 -1.3038 2.1239
H120 1.8180 2.0495 6.3779
H121 -0.1740 -1.1854 -5.0491
C46 -0.5781 -1.5837 -4.1184
O8 -0.4550 -0.8039 0.0248
C47 -1.0807 -5.1665 2.9565
H122 -3.0367 0.4148 -4.8101
H123 0.3139 1.6554 4.3557
O9 4.5886 -2.7362 -5.6074
H124 -2.1261 -2.9059 4.5568
C48 -0.9491 2.4993 5.5961
C49 1.4771 6.8264 2.6454
H125 -2.6159 3.1819 -3.5894
C50 -5.1108 -1.6938 -5.4809
H126 6.2771 -0.0979 -4.4068
H127 0.7247 2.0862 -5.1693
N7 -0.0535 -8.2627 -2.3029
O10 -2.3465 -1.7426 -6.4576
H128 -5.9936 1.9206 0.6191
H129 3.3355 1.2447 -2.4258
H130 2.5267 3.9166 -4.8982
H131 2.2339 -3.5917 3.6267
C51 -2.1152 -1.5932 -4.0577
C52 -0.1234 1.4032 1.4761
C53 -4.3596 1.9717 4.0400
C54 -0.0661 -6.9928 -4.4556
H132 -0.8736 2.3433 -4.2823
C55 -1.2275 5.1550 -5.4385
H133 -0.4149 -6.7588 0.1272
H134 -2.6968 0.5183 3.6429
O11 1.4080 0.8135 -0.6682
H135 -5.9549 3.6598 1.0119
H136 -3.2785 -1.9468 2.2567
H137 1.3478 5.3962 0.1546
H138 -0.0295 3.0277 -1.7074
C56 -1.5247 5.0204 -2.8960
H139 1.0337 -7.4065 3.3272
C57 4.8510 3.2323 2.6861
H140 -1.9186 0.5387 -3.6206
N8 0.0457 4.1092 7.3782
C58 0.2540 4.9073 -5.2948
H141 2.2519 5.2895 -3.6821
H142 2.4888 -5.9627 -2.4697
H143 -0.9730 -3.4408 7.3058
H144 1.3316 -8.9150 -0.3069
C59 -4.0638 -2.8446 -5.2572
H145 -2.0590 -4.8434 3.3124
H146 -1.5682 2.2808 8.1919
H147 0.4899 4.4196 -6.2407
H148 3.4507 8.2221 1.1970
H149 0.4168 -6.7080 5.7043
C60 0.8706 -7.3553 -1.5878
C61 4.3823 -0.3107 -5.3952
H150 -5.4161 2.0926 4.2793
H151 -2.9746 -1.1442 0.6571
C62 -3.7848 0.5664 3.5971
H152 2.5836 0.5861 -4.5704
C63 -5.6839 2.6617 1.3560
C64 1.5321 2.9329 5.8069
H153 -2.5010 3.8311 0.5685
H154 2.6584 -8.5183 -1.5645
C65 -3.0086 -1.0258 1.7401
H155 0.5619 -7.6165 -5.0918
C66 0.7441 -2.8685 0.0313
H156 2.1467 3.2658 8.5914
C67 -1.8324 5.8457 -4.2330
H157 -1.5605 5.8656 6.3125
C68 0.3485 2.6268 4.8488
H158 -1.9818 -3.4676 -2.7560
C69 3.6615 0.7193 -4.4775
C70 5.3936 -2.4100 -2.9138
C71 5.1459 6.8635 1.0695
H159 1.3337 -2.5735 -0.8367
C72 -2.1796 3.0330 7.6935
H160 6.0383 0.9144 -5.8346
C73 -0.3553 -3.8974 6.5325
C74 -3.5898 3.8096 0.6130
C75 -1.2072 3.6674 6.6364

Cartesian forces (eV/Å) of the 3 atoms listed first:
-0.05 0.16 0.02
-0.47 0.26 -0.03
-0.14 -0.16 0.09

- Kohn-Sham gap (eV) = 8.1
- HOMO level (eV) = -7.77
- calculated total energy (eV) = -125634.0496
- molar mass (g mol⁻¹) = 1382.22
- structure (SMILES) = CC1(C)CCCC(C)(C)N1O.CC1(C)CCCC(C)(C)N1O.CC1(C)CCCC(C)(C)N1O.CC1(C)CCCC(C)(C)N1O.CC1(C)CCCC(C)(C)N1O.CC1(C)CCCC(C)(C)N1O.CC1(C)CCCC(C)(C)N1O.CC1(C)CCCC(C)(C)N1O.CCOS(C)(=O)=O